(1)
ORCA calculation (ωB97M-V/def2-TZVPD) on one molecule with the formula C9H7NOS in a non-equilibrium geometry.

XYZ file:
```
19
Properties=species:S:1:pos:R:3:forces:R:3:lowdin_charge:R:1
C -1.076648 -2.237802 -0.004719 -3.2771 -2.6412 0.7452 -0.0748
O 3.022427 -1.174848 0.885487 0.5248 -0.2431 0.2549 0.0698
C 0.800922 -0.903123 -0.015559 1.6575 -0.4929 0.2076 -0.1645
C 0.087582 -0.032338 -0.740580 1.2795 2.3039 -0.8263 -0.3357
H -1.528946 -3.190398 0.465733 0.1538 1.6047 -1.2538 0.1372
C 0.223086 -2.111305 0.321904 -0.1830 2.8058 -1.1054 -0.0209
N 2.401473 0.846812 -0.040915 1.0735 0.6919 -0.2668 -0.2358
H 0.765753 -2.786619 0.848955 1.3536 -2.0898 1.5098 0.0949
H 0.463256 3.606727 -0.435655 0.1254 2.1104 -0.4286 0.0305
C 2.245649 -0.448726 0.327565 -1.8974 0.1812 -0.2782 -0.5652
C -0.324517 2.334540 1.097269 1.0483 1.0623 -1.0421 0.0276
S 1.242541 1.455718 -0.966234 -0.7881 -1.6362 0.5925 1.1054
H -1.635159 0.612591 -1.866942 0.3444 -1.1590 0.9473 0.1379
C -1.186036 -0.185526 -1.200838 -1.5967 1.0052 -1.0330 -0.0857
H -2.895109 -1.508951 -1.024299 0.2025 -0.0469 0.1180 0.1050
C 0.387532 2.688693 0.026836 -0.8355 -2.1824 0.9078 -0.3036
H -0.803554 3.044801 1.746386 -0.2240 0.1720 0.0159 0.0709
C -1.858786 -1.318255 -0.765478 1.2324 -0.4724 0.3625 -0.0481
H -0.331463 1.308017 1.341090 -0.1939 -0.9734 0.5728 0.0549
```
Positions in Å, forces in eV/Å.

Computed properties:
frontier orbital gap: 8.83 eV
maximum force: 4.3 eV Å⁻¹
HOMO: -8.9 eV
energy above the lowest of the compared OMol25 structures with the same formula, charge and spin: 314.2 kJ/mol
E: -23816.6094 eV
M: 177.2 u

=====

(2)
ORCA calculation (ωB97M-V/def2-TZVPD) on one molecule with the formula C9H8 in a non-equilibrium geometry.

XYZ file:
```
17
Properties=species:S:1:pos:R:3:forces:R:3:lowdin_charge:R:1
H -2.859858 0.787614 0.848198 -1.2934 0.3890 -0.2837 0.1241
H 0.263370 -1.671165 -0.623596 -1.4983 1.1752 0.4004 0.1665
C -1.896758 -0.614267 -0.653934 0.7836 -1.5784 -0.1296 -0.1203
C 0.211534 0.475245 -0.043561 -0.6070 1.5402 0.9717 -0.2832
H 4.500855 -1.263814 0.447623 -0.2523 0.1295 0.2670 0.0248
C -2.017360 0.454797 0.307046 0.6189 -0.0218 2.2850 -0.1512
C 2.586525 -0.114474 0.059845 2.1827 -0.1007 1.1895 -0.1533
C -1.581390 -1.003984 0.706846 1.2951 0.2195 -0.3954 -0.0597
C 3.607564 -0.675874 0.393265 -0.7811 -0.1166 -0.7943 0.1135
C 1.602260 0.880323 -0.268036 -0.8681 -0.2814 -1.8895 -0.1601
H -0.749050 2.229461 0.559002 0.1735 3.3191 0.8955 0.0759
C -0.788624 1.260825 0.298447 -0.2164 -1.3802 -0.2019 -0.0190
H -2.574003 -1.136661 -1.250875 -0.7283 -0.4309 -1.3210 0.1133
H 1.497359 0.783963 -1.397928 1.1397 1.1996 0.7360 0.1606
H 1.795018 1.896223 0.164493 0.0624 -0.9381 -0.8118 0.1507
C -0.403282 -0.797991 -0.287371 0.1669 -3.8662 -0.3670 -0.1187
H -1.846389 -1.840173 1.372976 -0.1778 0.7421 -0.5511 0.1361
```
Positions in Å, forces in eV/Å.

Computed properties:
frontier orbital gap: 9.15 eV
maximum force: 3.9 eV Å⁻¹
HOMO: -8.1 eV
energy above the lowest of the compared OMol25 structures with the same formula, charge and spin: 469.5 kJ/mol
E: -9456.5218 eV
M: 116.2 u

=====

(3)
ORCA calculation (ωB97M-V/def2-TZVPD) on C9H8AuF5O5S2 as an isolated structure.

XYZ file:
```
30
Properties=species:S:1:pos:R:3:forces:R:3:lowdin_charge:R:1
F 2.222397 -3.529649 1.515448 0.0322 0.0196 0.0758 0.1480
H -2.513527 2.105712 1.663908 -0.0331 0.0033 -0.0227 0.0652
O 1.405886 -2.171420 -3.767741 -0.0823 0.0876 -0.4793 -0.1271
H 1.953697 4.175075 -1.563038 -0.0023 -0.0037 -0.0060 0.1060
H -3.004921 1.584860 0.015766 -0.0194 -0.0080 0.0095 0.0649
C -0.095974 -3.175507 1.756981 0.1280 -0.1863 -0.2879 -0.4996
C 0.402828 2.725367 -1.868352 -0.0795 -0.0481 0.0145 -0.0585
H -3.486736 0.617091 1.448043 -0.0189 0.0543 -0.0029 0.0583
H 0.811647 1.909741 1.890076 -0.0049 0.0054 -0.0164 0.1099
O 1.117625 -1.572061 -1.423283 0.2853 0.2355 -0.0073 -0.3381
S 0.463065 -1.926383 -2.681868 0.0357 -0.1732 0.7446 0.2858
C -2.719180 1.255913 1.013442 -0.1858 0.0062 0.1063 -0.2243
S -1.238168 0.270147 0.888904 0.0007 -0.2292 -0.1387 0.9321
C 1.330767 3.420100 -1.101727 -0.0099 -0.0449 0.0948 -0.0708
Au -0.311509 -3.089056 -0.254248 -0.4027 0.1161 0.5965 1.1499
H 0.302413 2.938105 -2.924348 0.0115 -0.0114 -0.0022 0.1115
H 2.209622 3.672670 0.840922 -0.0052 -0.0018 -0.0013 0.1066
F -0.340010 -4.456615 2.150757 -0.0165 0.1415 0.0381 0.0591
F 1.562588 -1.521678 2.003267 0.0677 0.1278 0.0211 0.1533
F 1.493849 -3.083749 3.506322 0.1180 0.0703 0.1608 0.1768
C -0.246947 1.491200 0.069039 0.2106 0.0952 -0.0540 -0.4061
F -0.956569 -2.368045 2.410715 -0.0397 -0.1024 0.1139 0.0492
C 1.474325 3.141065 0.251525 0.0225 0.0312 -0.0648 -0.0729
C 1.332879 -2.816367 2.214135 -0.2693 -0.1994 -0.2021 -0.6235
C -0.398885 1.754859 -1.285357 -0.1137 -0.0631 -0.0304 -0.0734
O -0.333905 -0.808370 -3.229822 0.0493 0.1114 -0.4834 -0.1262
C 0.689268 2.161624 0.842827 0.0293 0.0090 -0.0832 -0.0856
O -0.405766 -3.104469 -2.388121 -0.0356 0.0998 -0.1878 -0.4130
O -1.598299 -0.792502 -0.120785 0.1416 -0.2383 -0.0338 -0.5652
H -1.122460 1.192343 -1.873386 0.1860 0.0956 0.1283 0.1077
```
Positions in Å, forces in eV/Å.

Computed properties:
frontier orbital gap (spin up / spin down): 10.01 / 6.01 eV
maximum force: 0.8 eV Å⁻¹
multiplicity: 3
HOMO (spin up / spin down): -9.6 / -9.6 eV
energy above the lowest of the compared OMol25 structures with the same formula, charge and spin: 0.0 kJ/mol
E: -58646.2806 eV
M: 552.2 u

=====

(4)
ORCA calculation (ωB97M-V/def2-TZVPD) on one molecule with the formula C9H8BrClN2S in a non-equilibrium geometry.

XYZ file:
```
22
Properties=species:S:1:pos:R:3:forces:R:3:lowdin_charge:R:1
C -1.949914 -1.757500 0.011246 -0.4444 4.6615 0.9048 -0.5700
H 3.291940 0.705035 -1.230093 -1.5211 -1.0067 0.5025 0.1125
H 2.432152 -0.331967 1.349273 0.5744 -1.2802 -1.4910 0.0932
C -2.797874 0.716443 0.606635 0.2359 0.5242 0.0591 -0.2609
N -1.329841 2.797917 0.364793 -2.9141 -4.9587 0.6159 -0.2644
S -2.897778 3.176411 0.938798 0.8551 -2.1782 -0.6584 0.8977
H 4.064240 -0.529887 0.530530 -1.8767 -0.7208 -0.2710 0.0795
C -0.201054 0.379990 -0.235604 -2.7129 -1.9025 0.4249 -0.1050
N -3.771268 1.718641 1.046741 5.2170 -1.2230 -1.8485 -0.2725
Cl 2.769355 -2.586569 0.252138 -0.0043 1.2877 0.2500 0.4828
C -0.529710 -1.120877 -0.333529 -1.0261 2.8090 0.5451 -0.0401
C 2.938951 -0.766548 0.403745 0.4844 1.7779 -0.0471 -0.5653
Br -2.140923 -3.737209 -0.203056 0.1171 2.3743 0.2990 0.6034
C 2.396448 0.051103 -0.888819 0.7021 0.2997 -0.2351 -0.2623
C 1.201461 1.068691 -0.559148 -0.0636 -0.5338 0.1770 -0.1866
C -3.083919 -0.836071 0.506686 3.4861 -0.8760 -1.3808 -0.0319
H 1.091983 1.825973 -1.423894 -0.0179 -1.2870 1.3215 0.1281
C -1.378330 1.339082 0.230477 -0.9588 -0.1399 0.2340 -0.2282
H 2.180319 -0.641113 -1.789066 0.1436 1.0151 1.6328 0.1131
H 1.520469 1.687661 0.360533 -0.6257 -0.9060 -1.3353 0.1239
H 0.280590 -1.835703 -0.693510 -1.2485 1.1301 0.6382 0.0517
H -4.087296 -1.323505 0.755124 1.5985 1.1335 -0.3377 0.1013
```
Positions in Å, forces in eV/Å.

Computed properties:
frontier orbital gap: 7.48 eV
maximum force: 5.8 eV Å⁻¹
HOMO: -8.8 eV
energy above the lowest of the compared OMol25 structures with the same formula, charge and spin: 351.8 kJ/mol
E: -105837.8458 eV
M: 291.6 u

=====

(5)
ORCA calculation (ωB97M-V/def2-TZVPD) on C9H8BrN2O2 as an isolated structure in a non-equilibrium geometry.

XYZ file:
```
22
Properties=species:S:1:pos:R:3:forces:R:3:lowdin_charge:R:1
C 2.733770 -1.227415 -0.510207 1.1245 0.9745 -0.0185 -0.5023
Br 3.402027 0.586306 -2.665642 -0.0785 -0.1243 0.9337 0.8912
O 3.562401 -2.064184 -0.365967 -0.0265 -0.1823 0.0777 0.1971
O 1.417942 -1.404964 -0.438494 -0.6326 -0.6538 -0.0848 0.1347
H -1.040799 1.581532 0.607234 -0.0085 0.0829 0.0058 0.1162
C -0.742958 -0.382405 -0.205990 -0.5192 -0.3394 0.0268 -0.1599
H -3.494999 1.319171 0.771278 -0.0152 0.0102 -0.0053 0.1149
C -1.521576 0.669421 0.286407 0.2239 -0.1357 -0.0689 -0.0115
C -2.890519 0.516023 0.374197 -0.0109 0.0775 0.0277 -0.0527
H 4.957830 0.490195 -0.041187 -0.2746 0.1789 0.0730 0.1884
C -3.487172 -0.666024 -0.044408 0.0128 0.0046 0.0273 -0.0457
N 4.025646 0.935730 0.053990 0.3340 0.0295 0.1369 0.1975
N 1.293439 0.883520 -0.386012 4.2406 -0.2008 -0.9014 0.2317
C -1.341627 -1.579972 -0.609804 0.1712 0.2422 0.0573 -0.0019
H 3.743943 0.914432 1.047256 0.0051 -0.0263 -0.2955 0.1935
H -4.560311 -0.777221 0.026221 -0.0173 -0.0124 -0.0237 0.1162
H -3.183780 -2.620606 -0.867338 -0.0300 -0.0564 0.0009 0.1155
H 4.094342 1.925381 -0.246502 -0.0054 -0.4172 0.1647 0.1757
H -0.733640 -2.387454 -0.987337 0.0052 -0.0772 -0.0199 0.1222
C -2.713919 -1.705754 -0.538905 -0.1623 -0.0892 -0.0021 -0.0504
C 0.689999 -0.226763 -0.347532 0.5802 -0.1531 0.0005 -0.3384
C 3.053502 0.251235 -0.803985 -4.9163 0.8678 -0.1122 -0.6322
```
Positions in Å, forces in eV/Å.

Computed properties:
total charge: +1
frontier orbital gap: 8.51 eV
maximum force: 5.0 eV Å⁻¹
HOMO: -12.7 eV
energy above the lowest of the compared OMol25 structures with the same formula, charge and spin: 15.1 kJ/mol
E: -86571.8346 eV
M: 256.1 u

=====

(6)
ORCA calculation (ωB97M-V/def2-TZVPD) on one molecule with the formula C9H8Cl2N2 in a non-equilibrium geometry.

XYZ file:
```
21
Properties=species:S:1:pos:R:3:forces:R:3:lowdin_charge:R:1
C 1.939488 -1.016926 -1.100281 -0.9045 0.0318 1.7360 -0.0160
Cl -1.140985 1.728956 -1.796204 0.3657 -0.7890 0.4067 0.5440
H -2.429696 -0.322048 0.893824 -0.4183 -1.2642 1.7231 0.0622
H -3.052139 -0.199533 -0.773662 0.1838 -0.8556 -0.1280 0.0832
C 1.150461 -0.187911 -0.219278 1.6262 1.3332 -0.2296 -0.1889
Cl 5.584353 0.378700 -0.282773 0.5713 -0.1724 0.1238 0.6721
C -1.145384 0.607634 -0.337060 2.0841 3.7360 3.0787 -0.7291
H -0.376010 -1.187785 -0.809428 -0.5383 -0.1993 0.1753 0.1326
C -2.506299 0.265699 0.046617 -0.9735 0.6912 -1.9660 -0.1428
N 0.952620 1.637706 1.407021 2.2731 -0.0512 1.3827 0.0745
N -0.208828 -0.398344 -0.187568 -0.5768 -1.3420 -1.7180 -0.0056
C 3.890478 0.116488 -0.188885 -1.0785 -0.5190 -0.6872 -0.6841
H 4.073302 -1.530372 -1.466777 -0.9210 0.1944 -0.4898 0.1061
H -3.143035 1.121335 0.158577 0.0178 0.7691 0.6754 0.0727
H 1.444089 -1.884772 -1.585990 0.4239 0.8535 0.0914 0.1243
H 3.490393 1.508811 1.494406 0.5770 0.0553 -0.7147 0.1231
C -0.243595 1.752148 1.325458 -2.5206 -2.5350 -4.3615 0.0664
C 3.142884 0.889197 0.664144 -1.1496 0.3738 0.5708 -0.0520
C 3.294379 -0.870285 -1.057654 2.0566 0.8144 1.3170 -0.1001
H -0.958971 2.099170 1.988086 -1.1846 1.0824 1.2641 0.0654
C 1.738475 0.827720 0.613254 0.0861 -2.2074 -2.2501 -0.2080
```
Positions in Å, forces in eV/Å.

Computed properties:
frontier orbital gap: 8.36 eV
maximum force: 5.6 eV Å⁻¹
HOMO: -8.1 eV
energy above the lowest of the compared OMol25 structures with the same formula, charge and spin: 104.9 kJ/mol
E: -37484.9396 eV
M: 215.1 u